[1]
{"formula": "C3H9NO2", "method": "ωB97M-V/def2-TZVPD", "smiles": "CC(=O)O.CN", "relative_energy_kcal_mol": 25.2, "homo_ev": -8.939, "max_force_ev_per_a": 2.41, "elements": ["C", "C", "O", "O", "H", "H", "H", "H", "C", "N", "H", "H", "H", "H", "H"], "xyz": [[-1.2778, 0.8036, -2.0698], [0.0652, 0.2789, -1.6008], [0.1877, -0.7299, -0.9559], [1.0370, 1.2068, -1.6474], [-1.1773, 1.6947, -2.6730], [-1.9288, 0.8552, -1.2013], [-1.6911, -0.0615, -2.6010], [1.8512, 0.8299, -1.3193], [-0.0265, -1.0275, 2.1395], [1.2766, -0.3890, 1.9165], [-0.6918, -1.0370, 1.2864], [-0.5084, -0.7091, 3.0619], [0.1944, -2.1014, 2.2446], [1.3107, -0.0740, 0.9667], [1.3788, 0.4603, 2.4529]], "forces_ev_per_a": [[0.652, -1.638, -0.411], [-0.814, 1.013, 2.025], [0.262, -0.509, -0.781], [-0.275, 0.412, -1.061], [-0.322, 0.107, 0.036], [0.150, 0.581, 0.141], [-0.134, 0.456, -0.447], [0.495, -0.374, 0.327], [0.746, -1.513, 0.279], [-0.188, 0.546, 0.104], [-0.253, 0.705, -0.126], [-0.091, 0.185, -0.144], [-0.236, 0.120, 0.332], [0.125, -0.109, -0.560], [-0.118, 0.017, 0.286]], "lowdin_charge": [0.0221, -0.5605, 0.0744, 0.1058, 0.0816, 0.0925, 0.0929, 0.1134, -0.1915, -0.0572, 0.0433, 0.0661, 0.0644, 0.0047, 0.0479]}

[2]
{"formula": "C13H12N2O3", "method": "ωB97M-V/def2-TZVPD", "smiles": "Cc1cc(O)c(/C=N/Nc2ccccc2)c(=O)o1", "relative_energy_kcal_mol": 49.0, "homo_ev": -7.527, "max_force_ev_per_a": 1.15, "elements": ["C", "C", "C", "C", "O", "C", "C", "N", "N", "C", "C", "C", "C", "C", "C", "C", "O", "O", "H", "H", "H", "H", "H", "H", "H", "H", "H", "H", "H", "H"], "xyz": [[2.8544, 4.6403, 1.6948], [2.2516, 3.3669, 1.2051], [0.9314, 3.0711, 1.2554], [0.4798, 1.8194, 0.7540], [-0.8198, 1.5490, 0.8129], [1.4031, 0.9308, 0.2248], [1.0347, -0.3533, -0.3035], [-0.1872, -0.7517, -0.3132], [-0.4909, -1.9490, -0.8109], [-1.7785, -2.4390, -0.8529], [-2.8616, -1.7030, -0.3722], [-4.1349, -2.2342, -0.4346], [-4.3505, -3.4934, -0.9706], [-3.2757, -4.2258, -1.4486], [-1.9977, -3.7074, -1.3926], [2.8062, 1.2781, 0.1869], [3.6985, 0.5896, -0.2469], [3.1506, 2.5152, 0.6965], [2.0892, 5.2957, 2.0967], [3.3720, 5.1402, 0.8778], [3.5931, 4.4251, 2.4651], [0.2124, 3.7580, 1.6648], [-0.9553, 0.6491, 0.4260], [1.8492, -0.9658, -0.6934], [0.2590, -2.5339, -1.1789], [-2.6976, -0.7227, 0.0455], [-4.9676, -1.6576, -0.0603], [-5.3483, -3.9017, -1.0159], [-3.4336, -5.2083, -1.8682], [-1.1599, -4.2795, -1.7658]], "forces_ev_per_a": [[0.070, -0.249, -0.121], [-0.856, 0.172, 0.197], [0.317, 0.133, 0.016], [0.382, -0.459, -0.260], [0.237, 0.185, 0.050], [-0.217, 0.543, 0.275], [-0.187, -0.558, -0.226], [0.169, 0.737, 0.310], [0.713, -0.781, -0.452], [-0.424, 0.020, 0.068], [0.213, 0.059, -0.003], [-0.034, -0.119, -0.048], [-0.185, -0.042, 0.007], [-0.009, 0.046, 0.022], [0.093, 0.096, 0.030], [-0.056, -0.525, -0.229], [-0.186, 0.207, 0.119], [0.301, 0.197, 0.047], [-0.044, 0.028, 0.019], [0.023, 0.053, -0.047], [0.039, 0.003, 0.064], [-0.007, 0.160, 0.073], [0.045, -0.044, -0.026], [-0.057, -0.057, -0.017], [-0.237, 0.265, 0.153], [-0.041, 0.051, 0.028], [-0.062, 0.055, 0.033], [-0.085, -0.032, -0.002], [-0.001, -0.077, -0.034], [0.088, -0.067, -0.042]], "lowdin_charge": [0.0049, -0.2899, 0.0527, -0.2470, 0.1047, -0.0697, -0.0460, 0.0173, 0.0036, -0.2441, -0.0293, -0.0903, -0.1085, -0.0960, -0.0416, -0.4112, 0.1030, 0.1274, 0.0860, 0.0945, 0.0945, 0.1273, 0.0708, 0.1342, 0.1538, 0.0915, 0.1032, 0.0964, 0.1022, 0.1054]}

[3]
{"formula": "C6H6N", "method": "ωB97M-V/def2-TZVPD", "total_charge": 1, "relative_energy_kcal_mol": 102.5, "homo_ev": [-14.307, -14.134], "max_force_ev_per_a": 2.85, "elements": ["C", "C", "C", "C", "C", "C", "N", "H", "H", "H", "H", "H", "H"], "xyz": [[-0.8291, -1.3850, -0.2444], [-1.6181, 0.6417, 0.1991], [-0.5430, 1.5110, -0.3086], [1.2915, -0.1571, 0.7515], [0.5630, -0.9097, -0.4679], [0.7210, 0.5724, -0.3385], [-1.7382, -0.5952, 0.3397], [-1.1030, -2.3044, -0.7657], [-0.6048, 2.1692, -1.2522], [-0.6138, 2.2404, 0.4475], [0.7812, -0.1368, 1.7417], [2.4002, -0.0862, 0.8844], [1.2931, -1.5602, -0.9866]], "forces_ev_per_a": [[2.402, 0.898, -1.117], [-0.273, 0.387, -1.218], [1.592, -1.065, -2.108], [-0.062, 1.307, 1.084], [-0.049, -1.320, 0.696], [-1.876, 1.557, 0.855], [-0.078, -0.968, 0.293], [-0.375, 0.061, 0.474], [-0.787, -1.521, 1.107], [1.153, 1.294, 1.435], [0.154, -0.095, -0.799], [-0.901, -1.015, -0.668], [-0.899, 0.478, -0.032]], "lowdin_charge": [0.0885, 0.1007, -0.0742, -0.0048, -0.1063, -0.0405, 0.1265, 0.1557, 0.1787, 0.1153, 0.1441, 0.1526, 0.1639]}